ORCA calculation (ωB97M-V/def2-TZVPD) on a structure of composition C2H3ClO3 in a non-equilibrium geometry.

Charge: 0
E_LUMO (eV): 0.52
Gap between HOMO and LUMO (eV): 9.784

Each line ends with the natural charge from an NBO analysis.
Geometry (Å):
1 C 1.504 0.721 1.184  0.426
2 C 0.350 -0.059 -0.148  0.388
3 O 1.693 0.231 2.226  -0.525
4 O -0.793 -0.381 0.517  -0.727
5 O 0.214 1.033 -0.957  -0.691
6 Cl 2.148 2.250 0.662  -0.054
7 H 0.917 -0.885 -0.676  0.176
8 H -0.654 -0.836 1.448  0.514
9 H -0.404 1.713 -0.526  0.494



ORCA calculation (ωB97M-V/def2-TZVPD) on a cluster of 2 separate species, C12H20N3 in total in a non-equilibrium geometry.

Charge: +1
E_LUMO (alpha / beta) (eV): -4.75 / -4.75
Gap between HOMO and LUMO (alpha / beta) (eV): 6.949 / 6.950

Each line ends with the natural charge from an NBO analysis.
Geometry (Å):
1 C 0.092 1.022 2.228  0.502
2 C -1.833 1.990 -1.303  0.024
3 C -0.823 1.041 -1.251  0.048
4 C -2.834 1.083 0.498  0.012
5 C -1.874 0.101 0.567  0.022
6 C 2.266 0.883 1.167  -0.610
7 C 0.597 2.683 0.525  -0.607
8 C 1.189 -0.967 -1.319  -0.645
9 C 0.131 -1.974 0.747  -0.637
10 C -1.091 -1.976 -1.429  -0.615
11 C 0.814 1.340 1.170  -0.297
12 C -0.110 -1.191 -0.544  0.161
13 N -0.570 0.780 3.194  -0.605
14 N -2.827 2.026 -0.439  -0.316
15 N -0.795 0.117 -0.261  -0.249
16 H -1.852 2.731 -2.089  0.236
17 H -0.064 1.000 -2.014  0.252
18 H -3.671 1.091 1.181  0.235
19 H -1.301 0.124 3.404  0.411
20 H -1.949 -0.705 1.276  0.240
21 H 2.757 1.188 0.247  0.219
22 H 2.798 1.364 1.988  0.234
23 H 2.373 -0.190 1.294  0.217
24 H 1.331 3.382 0.929  0.245
25 H -0.393 3.083 0.727  0.224
26 H 0.762 2.638 -0.551  0.207
27 H 1.671 -0.037 -1.046  0.231
28 H 1.889 -1.769 -1.105  0.250
29 H 1.017 -0.971 -2.393  0.227
30 H -0.786 -2.412 1.135  0.218
31 H 0.585 -1.358 1.516  0.229
32 H 0.802 -2.802 0.537  0.252
33 H -0.648 -2.935 -1.683  0.246
34 H -2.034 -2.161 -0.918  0.220
35 H -1.300 -1.443 -2.354  0.221



ORCA calculation (ωB97M-V/def2-TZVPD) on the ion C4H10N2 with charge +1 in a non-equilibrium geometry.

2S+1: 2
Charge: +1
E_LUMO (alpha / beta) (eV): -3.44 / -8.81
Gap between HOMO and LUMO (alpha / beta) (eV): 10.181 / 4.655
Expectation value of S²: 0.7549

Each line ends with the natural charge from an NBO analysis.
Geometry (Å):
1 C 0.871 1.350 0.388  -0.298
2 C 0.137 0.016 0.813  -0.406
3 C -0.006 -0.894 -0.404  -0.285
4 C -2.264 -1.381 -0.078  -0.038
5 N -1.151 -1.863 -0.420  -0.351
6 N 1.608 1.298 -0.814  -0.344
7 H 1.501 1.703 1.215  0.283
8 H 0.005 2.043 0.351  0.320
9 H 0.812 -0.448 1.548  0.257
10 H -0.838 0.247 1.246  0.247
11 H 0.857 -1.503 -0.641  0.223
12 H -0.132 -0.211 -1.283  0.191
13 H -3.018 -2.144 0.208  0.200
14 H -2.647 -0.378 0.106  0.158
15 H 1.774 0.384 -1.238  0.416
16 H 2.491 1.780 -0.997  0.427



ORCA calculation (ωB97M-V/def2-TZVPD) on a structure of composition C37H51BrN2P2SSn in a non-equilibrium geometry.

Charge: +2
E_LUMO (alpha / beta) (eV): -5.93 / -5.93
Gap between HOMO and LUMO (alpha / beta) (eV): 5.195 / 5.186

Each line ends with the Löwdin charge.
Geometry (Å):
1 N -5.247 2.578 -4.033  0.056
2 C -5.327 2.738 -2.714  -0.131
3 C -4.374 2.205 -1.844  -0.029
4 C -3.234 1.561 -2.381  -0.249
5 C -3.215 1.322 -3.776  -0.019
6 C -4.237 1.890 -4.548  -0.135
7 C -2.067 1.368 -1.514  -0.311
8 Sn -0.487 -0.067 -0.497  1.030
9 P 1.904 -0.213 -0.373  0.876
10 C -0.712 1.390 -2.104  -0.370
11 C 0.081 2.656 -2.032  -0.261
12 C 1.232 2.809 -2.826  -0.053
13 C 2.059 3.904 -2.624  -0.117
14 C 1.804 4.806 -1.569  -0.760
15 C 0.568 4.749 -0.901  -0.121
16 C -0.298 3.681 -1.150  -0.046
17 Br 3.053 6.053 -1.090  0.828
18 H -2.236 1.775 -0.507  0.053
19 H -0.525 0.812 -3.016  0.086
20 H -4.479 2.343 -0.763  0.111
21 H -2.425 0.747 -4.250  0.097
22 H -6.168 3.312 -2.317  0.113
23 H -4.214 1.786 -5.633  0.111
24 H 1.454 2.060 -3.590  0.117
25 H -1.262 3.645 -0.642  0.117
26 H 2.908 4.070 -3.278  0.111
27 H 0.290 5.520 -0.189  0.109
28 P -1.094 -2.531 -0.989  0.894
29 C 2.795 1.334 0.036  -0.335
30 C 4.127 1.516 -0.697  -0.109
31 H 2.957 1.319 1.125  0.093
32 H 2.133 2.198 -0.172  0.067
33 H 4.365 2.589 -0.777  0.090
34 H 4.935 1.024 -0.141  0.087
35 H 4.120 1.108 -1.714  0.052
36 C 2.474 -0.775 -2.034  -0.350
37 C 3.824 -1.503 -2.099  -0.105
38 H 2.521 0.118 -2.676  0.084
39 H 1.690 -1.414 -2.481  0.040
40 H 3.941 -1.947 -3.103  0.098
41 H 4.673 -0.823 -1.965  0.074
42 H 3.911 -2.307 -1.359  0.061
43 C 2.212 -1.469 0.938  -0.379
44 C 3.642 -1.794 1.395  -0.108
45 H 1.727 -2.407 0.612  0.065
46 H 1.627 -1.127 1.812  0.052
47 H 3.590 -2.648 2.096  0.088
48 H 4.299 -2.106 0.575  0.059
49 H 4.120 -0.960 1.921  0.081
50 C -1.103 -3.453 0.604  -0.377
51 C -1.955 -4.728 0.626  -0.112
52 H -1.424 -2.753 1.392  0.055
53 H -0.055 -3.701 0.835  0.082
54 H -3.029 -4.494 0.614  0.079
55 H -1.720 -5.384 -0.224  0.080
56 H -1.738 -5.280 1.549  0.087
57 C -0.005 -3.426 -2.153  -0.383
58 C 0.014 -2.994 -3.635  -0.125
59 H -0.311 -4.485 -2.107  0.100
60 H 1.005 -3.375 -1.722  0.069
61 H -0.876 -3.371 -4.160  0.087
62 H 0.063 -1.903 -3.778  0.064
63 H 0.893 -3.436 -4.129  0.093
64 C -2.734 -2.528 -1.803  -0.356
65 C -3.841 -1.917 -0.938  -0.131
66 H -2.983 -3.560 -2.096  0.106
67 H -2.631 -1.958 -2.739  0.093
68 H -4.828 -2.203 -1.327  0.096
69 H -3.801 -2.247 0.107  0.063
70 H -3.796 -0.819 -0.968  0.050
71 N -1.559 0.185 1.404  -0.410
72 S -1.497 0.570 3.032  1.140
73 C -0.708 -0.839 3.826  -0.399
74 C 0.662 -0.872 4.105  -0.101
75 C 1.237 -2.028 4.652  -0.050
76 C 0.432 -3.127 4.956  -0.042
77 C -0.942 -3.094 4.695  -0.049
78 C -1.511 -1.950 4.130  -0.089
79 C -0.328 1.892 3.365  -0.401
80 C 0.138 2.731 2.345  -0.078
81 C 1.054 3.748 2.636  -0.047
82 C 1.451 3.972 3.955  -0.038
83 C 0.934 3.190 4.990  -0.037
84 C 0.039 2.157 4.700  -0.080
85 H -2.512 -0.145 1.241  0.000
86 H 1.278 0.010 3.911  0.111
87 H 2.307 -2.050 4.845  0.119
88 H 0.875 -4.011 5.405  0.120
89 H -1.574 -3.944 4.933  0.120
90 H -2.585 -1.891 3.931  0.119
91 H -0.217 2.561 1.321  0.078
92 H 1.438 4.370 1.826  0.104
93 H 2.152 4.776 4.180  0.124
94 H 1.223 3.374 6.024  0.125
95 H -0.372 1.538 5.503  0.128



| no. | DFT total energy (a.u.) |
| --- | --- |
| 1 | -763.87095 |
| 2 | -633.18285 |
| 3 | -267.52181 |
| 4 | -5418.55010 |